Here is C14H13N3O3S as an isolated structure from the OMol25 dataset. Energies are from wB97M-V/def2-TZVPD.

Geometry as XYZ:
```
34
Properties=species:S:1:pos:R:3:forces:R:3
O -1.00564 -3.64407 0.03037 1.2462 -2.1249 -0.8242
C -1.24225 -2.50058 0.09277 -3.3551 5.8628 2.0508
N -0.76109 -1.36194 -0.63611 -1.0901 -8.8462 0.5812
H -1.15230 -0.55027 -0.35640 -1.0439 3.5659 0.5575
C 0.17996 -1.75124 -1.72444 -2.4009 16.9687 0.8717
C 1.29507 -0.87334 -1.05275 -1.9444 0.8408 -5.5340
C 1.58220 0.30151 -1.52040 0.7516 9.0071 -8.9434
C 2.71862 1.22343 -1.35866 -2.1408 -10.1753 6.8720
C 3.40762 0.73747 -0.27127 1.5925 -2.4167 1.9925
C 3.17701 -0.55442 0.41339 -1.0473 3.9908 -2.6522
C 2.03098 -1.07408 -0.00212 0.6896 -8.7099 5.2600
H 1.73877 -2.11807 0.34006 0.8043 0.9115 0.8533
O 4.03169 -0.93457 1.33667 1.5636 2.7818 1.0298
C 4.92164 0.42891 1.50900 -1.8568 -3.5460 -4.5869
O 4.53126 1.24382 0.33399 1.7273 0.2370 2.7469
H 5.85781 -0.04801 1.42250 1.4560 0.1437 -0.9979
H 4.88809 0.67425 2.50705 -1.3988 1.9218 2.0031
H 2.95501 2.08980 -1.61432 1.1279 7.3870 -3.3353
H 1.18996 0.89507 -2.58337 -0.3746 -2.6409 2.5250
H 0.35981 -2.59176 -1.52914 2.3755 -12.9068 1.1728
H -0.23383 -1.21506 -2.63704 1.1931 -1.7231 0.5459
C -2.54699 -1.98283 1.29920 2.8680 2.9532 -5.2103
H -2.75906 -2.85008 1.74301 -1.4301 -3.3477 1.5391
H -2.07031 -1.29246 2.00142 -0.4965 0.2207 -0.2845
S -3.95900 -1.18730 0.20347 1.8072 -6.4787 2.0473
C -3.49290 0.35956 0.32984 -3.7535 1.0528 -0.5637
N -4.59524 0.94601 0.06512 -0.1605 7.3281 -0.4759
C -4.32551 2.58450 -0.03693 -2.7569 -9.1076 0.3280
C -3.17084 2.91825 0.30806 6.5354 6.2512 0.4225
C -2.05133 1.99920 0.52476 -2.9561 7.3671 -0.8168
N -2.30767 0.84733 0.47287 3.1305 -8.1952 0.6877
H -1.08560 2.30768 0.47638 2.8333 1.2773 0.4070
H -2.86789 4.05215 0.16541 -0.6366 -2.1600 0.7152
H -5.23808 2.92112 -0.25238 -2.8592 2.3098 -0.9843
```
Positions in Å, forces in eV/Å.

Summary:
max |F|: 17.16 eV/A
gap between HOMO and LUMO: 7.97 eV
2S+1: 1
net charge: 0
HOMO energy: -7.95 eV
energy relative to the best compared isomer or geometry (same formula, charge and spin): 1248.4 kJ/mol

Löwdin population analysis, charges in e, atoms 1 to 6: 0.0897 -0.4126 0.0581 0.0261 0.0218 -0.2908

***

Here is C14H13N4O2S2Se4Ti as an isolated structure from the OMol25 dataset. Energies are from wB97M-V/def2-TZVPD.

Geometry as XYZ:
```
40
Properties=species:S:1:pos:R:3:forces:R:3
Ti 0.60967 1.07535 -0.40643 1.7094 1.5042 0.4194
N 3.04225 -1.17725 0.91485 -0.0776 -0.0162 0.1924
C 2.24539 -0.61525 1.85528 0.0762 -0.0492 -0.7303
N 1.24775 0.18163 1.56452 -0.1498 0.2859 0.5171
C 0.68339 0.69217 2.73406 -0.4089 0.3953 -0.6791
C 1.18842 0.22224 3.88306 0.1018 -0.1362 0.2290
S 2.46388 -0.89052 3.53361 0.1184 -0.1197 0.4376
C -0.28748 1.78491 2.53558 0.4633 -0.4403 -0.6018
C -1.14939 2.32854 3.40543 -0.1022 0.1425 0.2725
S -1.94968 3.67329 2.66515 -0.3187 0.0875 0.3210
C -1.10423 3.37224 1.20265 0.4771 -0.0025 -0.6018
N -0.26893 2.35919 1.26392 -0.2920 -0.1482 0.2958
N -1.26266 4.10683 0.08727 -0.0689 -0.0789 0.1178
H 3.04962 -0.72545 0.00716 -0.0658 0.0127 -0.0717
H 3.91878 -1.56477 1.21649 0.0246 0.0128 0.0005
H 0.93689 0.49854 4.89311 0.0244 -0.0249 -0.0297
H -1.34377 2.03838 4.42450 -0.0155 0.0653 -0.0315
H -1.85030 4.91893 0.07726 0.0101 0.0124 0.0192
H -0.62631 3.95118 -0.69085 0.0237 0.0043 -0.0011
C -3.22556 -0.46825 -1.26739 -0.3028 -0.1361 0.0612
C -1.75264 -0.52554 -1.03710 0.2695 -0.6512 -0.4090
O -1.23104 0.44808 -0.47650 -0.9381 0.0388 0.3524
C -0.95888 -1.66857 -1.45498 -0.9305 -0.0953 -0.0122
C -1.62182 -2.86893 -1.79197 0.0068 -0.0460 -0.0154
C -0.92326 -4.00324 -2.10215 0.2434 0.0599 0.0099
C 0.48608 -3.95107 -2.09778 -0.1901 -0.2775 -0.0677
C 1.15866 -2.79876 -1.79765 -0.0940 0.1438 -0.0663
C 0.44261 -1.62698 -1.48156 0.3586 0.1694 0.0390
O 1.09356 -0.51784 -1.23778 0.1288 -0.7713 -0.0738
H -3.56077 0.55368 -1.11844 0.0037 0.0335 -0.0086
H -3.75343 -1.11166 -0.55828 0.0426 -0.0022 -0.0045
H -3.48344 -0.80428 -2.27055 0.0244 0.0353 -0.0059
H -2.70404 -2.89916 -1.78339 0.0337 0.0128 0.0036
H -1.44499 -4.91852 -2.34469 0.0551 -0.0116 -0.0065
H 1.05278 -4.84116 -2.34536 -0.0329 0.0061 0.0018
H 2.23827 -2.74773 -1.81946 0.0067 0.0141 0.0091
Se 0.14809 2.36675 -2.60227 0.0436 -0.1528 -0.1246
Se 2.15137 1.74905 -3.64841 -0.2176 0.2703 0.0749
Se 3.72459 1.65916 -1.82833 -0.0728 -0.0998 0.1391
Se 2.62060 2.74478 -0.10258 0.0325 -0.0472 0.0283
```
Positions in Å, forces in eV/Å.

Summary:
max |F|: 2.32 eV/A
gap between HOMO and LUMO (spin up / spin down): 6.07 / 5.76 eV
2S+1: 2
net charge: 0
HOMO energy (spin up / spin down): -6.23 / -6.22 eV
expectation value of S²: 0.757

Löwdin population analysis, charges in e, atoms 1 to 6: 0.4218 0.1331 -0.6814 -0.0094 -0.3164 -0.3302

***

Here is C14H14AsCl3F6GeIN2O9P2Sr as an isolated structure from the OMol25 dataset. Energies are from wB97M-V/def2-TZVPD.

Geometry as XYZ:
```
54
Properties=species:S:1:pos:R:3:forces:R:3
Sr -1.71361 -1.01747 0.72473 -0.1016 0.1539 -0.0328
C 4.25807 1.68307 1.21591 0.0032 -0.0141 0.0002
C 4.00162 1.24771 -0.19383 0.0208 0.0135 -0.0171
N 5.02356 1.16617 -1.04008 -0.0153 -0.0014 0.0133
C 4.78520 0.77048 -2.28793 -0.0088 -0.0002 -0.0005
C 3.53339 0.41348 -2.77274 0.0211 0.0048 -0.0063
C 3.37658 0.04548 -4.22833 -0.0114 -0.0061 0.0020
O 4.19497 0.83485 -5.08291 -0.0009 -0.0005 0.0054
C 2.46040 0.47068 -1.88353 0.0006 0.0099 -0.0194
C 1.04237 0.18051 -2.24068 0.0160 -0.0116 -0.0061
N 0.51391 -0.90049 -2.63224 -0.0191 0.0122 -0.0139
C 1.22807 -2.09718 -2.83763 -0.0111 -0.0068 0.0191
C 1.35350 -2.55143 -4.15232 0.0137 0.0155 0.0069
C 1.97481 -3.75282 -4.43422 0.0063 -0.0080 -0.0047
C 2.45121 -4.54832 -3.40062 -0.0008 -0.0052 0.0018
C 2.28654 -4.13350 -2.09021 -0.0076 0.0092 -0.0123
C 1.67545 -2.91802 -1.80166 0.0053 -0.0099 0.0141
I 1.46906 -2.36438 0.20531 0.0510 -0.0319 -0.0054
C 2.70553 0.92223 -0.59184 -0.0260 -0.0068 0.0534
O 1.71353 0.93693 0.33476 0.0286 0.0057 -0.0307
H 5.31834 1.88957 1.34006 -0.0027 -0.0006 0.0028
H 3.68323 2.57871 1.46417 -0.0054 0.0007 -0.0086
H 3.94977 0.89749 1.90977 0.0027 0.0060 0.0052
H 5.63928 0.74277 -2.95471 -0.0033 -0.0048 -0.0045
H 3.68343 -0.98695 -4.39816 0.0006 -0.0057 -0.0065
H 2.32538 0.12389 -4.52059 -0.0051 -0.0069 0.0023
H 4.01103 1.76155 -4.89506 -0.0023 -0.0008 -0.0010
H 0.36250 1.02429 -2.12302 -0.0052 0.0027 0.0086
H 0.94714 -1.93735 -4.94559 -0.0013 -0.0002 -0.0022
H 2.07392 -4.07554 -5.46261 -0.0013 0.0003 -0.0004
H 2.93014 -5.49563 -3.60997 0.0000 -0.0005 -0.0021
H 2.63020 -4.75789 -1.27612 0.0007 0.0007 0.0014
O 1.49033 1.22485 3.86318 -0.0165 0.0373 -0.0254
P 0.63876 0.10256 3.12126 0.1861 -0.1907 0.2309
O 1.46620 -1.05942 2.75727 -0.0226 0.0340 -0.0011
O -0.12331 0.81749 1.96571 -0.1015 0.0300 -0.1039
O -0.49960 -0.20549 4.18511 -0.0386 0.0217 -0.0059
P -1.83086 -1.14196 3.91513 0.0810 -0.0738 0.0058
O -2.74965 -0.10820 3.03113 0.0233 0.0593 -0.1953
O -2.42670 -1.46587 5.20775 0.0016 -0.0230 0.0113
O -1.45321 -2.12508 2.84043 -0.0713 0.0632 0.0396
H 2.34597 0.86141 4.11872 -0.0008 -0.0136 -0.0084
H -2.98376 0.71738 3.46645 -0.0196 -0.0354 0.0819
F -2.60018 -1.06257 -1.75829 -0.0871 -0.0333 0.0914
As -4.29874 -1.34848 -1.32619 0.0445 -0.0196 -0.1096
F -4.80868 -0.13556 -2.41787 0.0122 -0.0011 0.0193
F -4.03162 -0.13807 -0.06224 0.0310 0.0424 0.0437
F -5.87835 -1.62586 -0.73828 -0.0316 -0.0274 -0.0286
F -3.63954 -2.50330 -0.14254 0.0439 -0.0086 -0.0065
F -4.41071 -2.58525 -2.50133 -0.0035 -0.0080 0.0239
Cl 1.16696 3.55222 -0.93236 0.0356 0.0552 -0.0481
Ge 0.46106 2.17237 0.68445 0.0655 0.0203 -0.0439
Cl 0.51634 3.68294 2.20655 -0.0074 0.0380 0.0624
Cl -1.50515 1.90360 -0.24665 -0.0656 -0.0797 0.0040
```
Positions in Å, forces in eV/Å.

Summary:
max |F|: 0.35 eV/A
gap between HOMO and LUMO: 8.87 eV
2S+1: 1
net charge: -1
HOMO energy: -6.82 eV
energy relative to the best compared isomer or geometry (same formula, charge and spin): 7.2 kJ/mol

Löwdin population analysis, charges in e, atoms 1 to 6: 1.3579 -0.0080 -0.2599 0.1222 -0.0855 -0.1242

***

Here is a 7-piece molecular cluster, C14H14B2Br4NO22 overall from the OMol25 dataset. Energies are from wB97M-V/def2-TZVPD.

Geometry as XYZ:
```
57
Properties=species:S:1:pos:R:3:forces:R:3
N -1.52886 -9.57597 -15.22848 -0.5156 0.2427 -0.2009
H -2.42105 -9.38980 -15.71560 -0.2390 0.9702 -0.4795
H -1.07738 -8.69841 -14.87393 -0.2939 0.0191 0.0854
H -0.95755 -10.11193 -15.88976 -0.1131 0.0366 0.3983
H -1.88164 -10.13349 -14.45145 0.4643 -0.2300 0.1571
O -9.21639 -11.44909 -17.93509 -0.1576 -0.3362 -0.0650
C -8.52793 -11.72313 -16.99193 0.3242 0.5095 0.1613
O -7.46486 -11.05966 -16.58785 -0.1376 -0.2881 -0.2314
B -6.95528 -11.60533 -15.31765 0.3956 0.8187 -0.3943
O -7.87486 -12.71517 -15.01229 0.1427 -0.5250 0.6078
C -8.77672 -12.85539 -15.95569 -0.3743 0.5588 -0.5302
O -9.68451 -13.64166 -16.00594 0.1882 -0.2560 0.2706
O -6.92263 -10.52875 -14.31963 -0.1925 -0.3501 0.3413
C -5.66627 -10.24144 -13.98908 -0.1239 0.4741 -0.9356
O -5.30791 -9.33948 -13.30278 0.1711 0.0131 0.5646
C -4.75733 -11.25403 -14.72379 -0.4989 -0.5265 1.0147
O -5.54371 -12.04358 -15.41651 0.0464 -0.3265 -0.4131
O -3.58965 -11.42940 -14.48526 0.2467 0.1091 -0.3731
O -3.93285 -11.40464 -19.85272 -0.0353 -0.0395 -0.1871
C -3.00175 -10.67197 -19.70504 -0.0481 -0.3909 0.1451
O -2.66816 -9.63919 -20.46123 0.2694 0.1513 -0.3407
B -1.37999 -9.07360 -20.03068 -0.4645 0.0787 -0.0475
O -1.03878 -9.85665 -18.82643 0.8065 0.0510 0.0048
C -1.95762 -10.76910 -18.56797 -0.7792 1.2278 0.3666
O -2.06822 -11.36605 -17.53501 0.3080 -0.6504 -0.1823
O -1.45120 -7.62738 -19.75903 0.0906 0.0581 0.4111
C -0.39907 -7.01301 -20.26011 0.2974 -0.3384 -0.2351
O -0.02843 -5.89115 -20.07381 -0.1536 0.1623 0.0324
C 0.28409 -8.02482 -21.23418 -0.7044 0.7124 -0.3383
O -0.34205 -9.16547 -21.09568 0.1358 -0.8548 0.1285
O 1.09083 -7.74445 -22.08086 0.3609 -0.1938 0.1952
O -5.91058 -7.71618 -17.48784 0.0085 0.2972 0.3522
C -4.73827 -7.58096 -16.72631 0.2920 0.1385 0.1211
O -4.58592 -6.44095 -16.24983 0.0797 -0.0949 0.0904
O -4.03917 -8.60314 -16.64099 0.5465 -0.7151 0.1551
H -6.24627 -6.84323 -17.23930 -0.5437 -0.0452 -0.5128
O -0.42418 -5.19308 -12.93159 0.2854 0.5822 0.0273
C -0.82987 -6.50843 -12.94421 -0.2517 -1.3523 0.3541
O -1.38306 -6.89639 -11.88352 0.2205 0.2248 0.0207
O -0.55933 -7.15990 -13.96282 0.1181 -0.0844 -0.3888
H -0.64418 -4.95830 -12.02306 -0.0837 0.2521 -0.0332
Br 0.47837 -11.53445 -13.16388 0.0514 -0.5931 0.0452
C -0.29039 -12.92920 -14.29670 -0.9269 0.4413 -0.8111
C 0.66943 -13.35945 -15.37540 0.8285 0.9517 -0.1086
Br 1.10544 -11.79673 -16.50797 0.3009 -0.2052 0.0745
H -1.15129 -12.46108 -14.77992 -0.0378 0.0242 0.1765
H -0.70176 -13.73782 -13.69772 0.4240 -0.0639 0.2156
H 0.32423 -14.01949 -16.16206 -0.4712 -0.4547 0.5546
H 1.61311 -13.67757 -14.93812 0.0193 -0.1784 -0.2175
Br -0.83984 -8.64178 -7.55299 0.0572 0.1874 -0.1481
C -1.42505 -8.66269 -9.45146 -0.2939 -0.8524 0.0016
C -1.56573 -10.12424 -9.85681 -0.1792 1.1282 -0.6061
Br -2.49437 -10.05718 -11.56837 -0.1557 -0.2944 -0.0313
H -0.70577 -8.14799 -10.07888 -0.0119 0.2226 0.1654
H -2.38929 -8.17143 -9.50605 0.1155 0.2387 0.1839
H -2.25107 -10.67367 -9.22509 0.3703 -0.1826 0.2898
H -0.57573 -10.54649 -9.99659 -0.1783 -0.4593 0.0989
```
Positions in Å, forces in eV/Å.

Summary:
max |F|: 1.50 eV/A
gap between HOMO and LUMO: 5.68 eV
2S+1: 1
net charge: -3
HOMO energy: -0.90 eV

Löwdin population analysis, charges in e, atoms 1 to 6: 0.2825 0.0867 0.0982 0.0385 0.0281 0.1250

***

Here is C14H14IrN4OS as an isolated structure from the OMol25 dataset. Energies are from wB97M-V/def2-TZVPD.

Geometry as XYZ:
```
35
Properties=species:S:1:pos:R:3:forces:R:3
Ir 0.53218 0.75562 0.12464 1.2218 -0.8034 0.4133
N -2.92297 -0.12068 2.47333 0.0982 -0.0465 0.0549
C -1.76889 0.10960 1.88190 -0.0668 0.1564 0.0038
S -1.72812 0.92301 0.36072 -0.2360 0.1965 -0.3463
N -0.66649 -0.30917 2.52535 0.1417 -0.1584 0.0845
N 0.47049 -0.16438 1.86479 -0.6497 0.4808 -0.0397
C 1.55737 -0.60028 2.55626 0.3165 -0.1668 -0.0648
C 2.85087 -0.77638 2.11016 -0.2653 0.1589 -0.2030
C 3.80584 -1.36749 2.99735 0.1834 -0.0701 0.0581
C 5.03697 -1.70136 2.54898 -0.0245 -0.0075 0.0190
C 5.40467 -1.46592 1.17924 -0.0626 -0.0002 0.0831
C 4.55440 -0.87799 0.30119 -0.1082 0.0510 -0.0242
C 3.26133 -0.47310 0.73866 -0.0014 0.0028 0.3423
O 2.49813 0.15778 -0.05005 -0.1496 0.2064 -0.7087
H -3.79565 0.16119 2.05161 -0.0023 0.0108 0.0045
H -2.94834 -0.62191 3.35129 0.0053 0.0043 0.0138
H 1.31836 -0.91465 3.56535 -0.1059 -0.0095 -0.0099
H 3.52347 -1.56366 4.02352 -0.0480 -0.0064 -0.0165
H 5.74897 -2.16674 3.21571 0.0231 0.0086 -0.0192
H 6.39016 -1.76494 0.84642 0.0080 -0.0024 0.0091
H 4.82146 -0.69049 -0.72949 0.0074 0.0088 0.0070
N 0.97961 2.69439 0.40224 -0.2484 -0.1136 0.2449
C 1.79188 3.02516 -0.75090 -0.1266 0.0035 -0.1187
C 1.11597 3.37535 -1.91698 -0.0843 -0.1781 -0.0066
C 1.85463 3.67905 -3.05230 0.0044 -0.0165 -0.0376
C 3.23801 3.63716 -3.00181 -0.0139 -0.0157 0.0082
C 3.89902 3.28381 -1.82286 -0.0054 -0.0013 -0.0215
C 3.18104 2.97057 -0.68874 -0.0041 0.0446 0.0764
H 1.41578 2.89037 1.30210 0.1294 0.0655 -0.0777
H 0.09550 3.20370 0.35096 0.0454 0.1277 0.2659
H 0.03204 3.43289 -1.93207 -0.0010 0.0599 -0.0027
H 1.34717 3.96464 -3.96283 0.0007 -0.0038 -0.0021
H 3.81327 3.89021 -3.88190 0.0074 -0.0061 0.0024
H 4.97963 3.25990 -1.79613 0.0002 0.0266 0.0011
H 3.68472 2.70718 0.23262 0.0110 -0.0069 0.0069
```
Positions in Å, forces in eV/Å.

Summary:
max |F|: 1.52 eV/A
gap between HOMO and LUMO (spin up / spin down): 6.44 / 5.53 eV
2S+1: 2
net charge: +2
HOMO energy (spin up / spin down): -15.11 / -15.14 eV
expectation value of S²: 0.827

Löwdin population analysis, charges in e, atoms 1 to 6: 1.1708 0.1823 -0.7764 0.6730 0.0423 -0.1916